Entry 1:
10
Properties=species:S:1:pos:R:3 method="wB97M-V/def2-TZVPD" multiplicity=1 e_homo_ev="-9.0 / -9.0" fmax_ha_per_bohr=0.0780 energy_ha=-2865.6987 e_above_lowest_ev=3.567 e_lumo_ev="-0.165 / -0.166"
C -0.385 1.199 -0.226
C -0.868 0.236 0.745
Br 2.410 -0.234 -0.192
F -1.991 -0.454 0.577
C 0.790 -0.967 -0.314
H 0.212 -0.844 -1.235
H 0.734 -1.988 0.081
H -0.678 0.240 1.792
O 0.549 1.874 0.039
H -0.773 0.938 -1.266

=====

Entry 2:
75
Properties=species:S:1:pos:R:3 method="wB97M-V/def2-TZVPD" multiplicity=3 e_homo_ev="-9.4 / -9.6" charge=+1 fmax_ha_per_bohr=0.3397 energy_ha=-3199.6583 e_lumo_ev="-3.689 / -3.607"
H 2.740 0.876 -3.753
H -3.501 1.346 3.068
C -0.149 -1.230 2.126
H -3.913 1.541 -0.959
C -3.306 1.037 2.042
C 0.419 0.112 2.052
H -1.497 3.157 2.058
C 2.999 -0.246 -0.580
H 1.527 0.125 3.898
H -0.433 -2.327 -3.364
H 4.900 1.721 1.272
H -3.584 0.751 -2.509
Tm -0.759 -0.309 0.129
H 3.113 3.112 -3.141
C 3.132 2.335 0.134
C -1.159 -2.770 -2.684
C 4.472 1.593 0.281
C -2.650 -2.085 2.499
H -2.135 -2.329 -2.887
C -1.062 1.502 -3.224
H 2.742 2.801 0.999
C -3.271 1.554 -1.840
C -1.595 -1.031 2.116
H 1.604 -2.535 2.238
H -3.092 -1.828 3.461
H 2.525 -0.339 2.563
H 0.555 -4.632 -1.261
C -1.652 3.181 -0.766
C 3.410 2.413 -2.362
H -2.589 3.321 -0.228
C -1.905 0.413 1.919
H -3.466 -2.139 1.783
C 4.402 0.116 -0.141
H 2.513 -0.812 0.170
C 0.581 -2.496 2.611
C 3.247 0.948 -2.791
H 1.614 -3.275 -1.578
H 1.966 3.499 -1.141
N -5.399 -2.197 0.915
C -4.245 -1.728 0.720
C 2.475 0.142 -1.759
C 1.725 0.340 2.847
H -1.418 -4.124 0.834
H 0.626 -2.515 3.700
H -1.214 -3.836 -2.904
C -1.773 -3.821 -0.146
H 2.079 1.368 2.848
H -4.085 0.330 1.757
H 4.223 0.493 -2.959
P -1.411 1.371 -1.354
H -3.413 1.911 1.403
H 4.719 -0.551 0.661
H -2.225 -3.080 2.609
H -0.714 2.601 3.505
H 0.082 -3.406 2.289
C -0.642 1.136 1.916
H -1.760 -4.712 -0.774
C -0.631 2.605 2.418
H 0.242 3.207 2.193
H 5.103 -0.075 -0.954
H -0.952 0.510 -3.659
H 1.263 -3.753 0.092
H -2.812 -3.513 -0.062
H -1.647 3.863 -1.617
H -1.843 2.014 -3.785
H 1.480 -0.013 -2.105
H -3.484 2.484 -2.369
H -0.891 3.512 -0.067
P -0.660 -2.467 -0.881
H -0.173 2.081 -3.424
C 0.840 -3.642 -0.905
H 4.471 2.630 -2.251
H 5.220 2.091 -0.335
S -2.589 -1.054 0.439
C 2.688 2.726 -1.050

=====

Entry 3:
8
Properties=species:S:1:pos:R:3 method="wB97M-V/def2-TZVPD" multiplicity=9 e_homo_ev="-4.9 / -9.3" fmax_ha_per_bohr=0.0879 energy_ha=-901.3890 e_lumo_ev="-1.752 / -1.251"
Eu 0.471 -2.248 -1.407
H 0.211 1.512 -0.902
O -1.303 -1.169 -0.637
C 0.378 1.002 0.056
H 0.666 1.705 0.850
C -0.455 -0.183 0.447
H -0.925 -0.219 1.438
C 0.957 -0.400 0.155